The following is a DFT calculation (ωB97M-V/def2-TZVPD) of C39H65Br2N12PTi as an isolated structure.

Computed properties:
**Electronic energy**: -8520.56412 Eh
**Expectation value of S²**: 2.02
**Relative energy (zero: lowest compared OMol25 entry of this formula, charge and spin)**: 182.6 kJ/mol

```
! wB97M-V def2-TZVPD RIJCOSX def2/J DEFGRID3
* xyz 2 3
Ti -0.029 -0.068 0.008
C 1.307 -5.335 1.254
N 0.996 -4.737 -0.037
C 1.195 -5.596 -1.192
C 0.053 -3.690 -0.107
N 0.374 -2.496 -0.561
C 1.663 -2.436 -1.271
C 2.588 -1.355 -0.772
N 1.986 0.000 -0.738
C 2.984 0.874 -0.045
C 2.502 2.146 0.608
N 1.554 1.817 1.663
C 1.756 2.316 2.855
N 0.867 2.145 3.871
C -0.353 1.383 3.708
C 1.103 2.598 5.236
N 2.916 3.065 3.171
C 2.796 4.516 3.238
C 3.931 2.441 4.010
C 1.800 0.423 -2.147
C 1.166 1.788 -2.321
N 0.038 2.016 -1.388
C -0.532 3.185 -1.538
N -1.376 3.725 -0.616
C -2.274 4.817 -0.979
C -1.142 3.606 0.817
N -0.176 4.006 -2.639
C 0.626 5.168 -2.254
C -1.085 4.277 -3.752
N -1.191 -4.019 0.320
C -1.522 -5.362 0.791
C -2.334 -3.131 0.270
H 0.859 -6.325 1.389
H 0.966 -4.685 2.060
H 2.392 -5.446 1.345
H 2.245 -5.892 -1.250
H 0.937 -5.063 -2.107
H 0.592 -6.511 -1.144
H 1.464 -2.317 -2.338
H 2.229 -3.355 -1.158
H 3.481 -1.346 -1.405
H 2.908 -1.621 0.232
H 3.795 1.102 -0.744
H 3.421 0.283 0.759
H 2.025 2.816 -0.099
H 3.386 2.649 0.992
H -0.478 1.156 2.664
H -1.209 1.965 4.061
H -0.313 0.453 4.285
H 1.868 3.362 5.280
H 1.396 1.766 5.883
H 0.179 3.026 5.629
H 1.781 4.824 2.980
H 3.488 4.999 2.541
H 3.017 4.893 4.242
H 3.814 1.357 3.979
H 3.881 2.762 5.057
H 4.928 2.688 3.634
H 1.181 -0.321 -2.636
H 2.771 0.427 -2.652
H 0.851 1.865 -3.361
H 1.922 2.562 -2.193
H -1.777 5.789 -0.993
H -3.066 4.860 -0.233
H -2.741 4.639 -1.943
H -0.706 4.539 1.190
H -0.455 2.801 1.020
H -2.079 3.441 1.346
H 1.302 4.905 -1.438
H 0.023 6.030 -1.948
H 1.229 5.469 -3.111
H -1.829 3.491 -3.856
H -0.509 4.329 -4.677
H -1.608 5.231 -3.633
H -1.441 -5.444 1.878
H -0.894 -6.115 0.330
H -2.553 -5.576 0.513
H -2.042 -2.176 -0.139
H -2.760 -3.000 1.266
H -3.107 -3.571 -0.361
Br -5.945 0.547 3.016
C -4.320 0.342 2.097
C -4.125 0.969 0.864
C -2.906 0.845 0.258
N -1.871 0.129 0.767
C -2.099 -0.518 1.947
C -3.304 -0.410 2.635
C -0.954 -1.249 2.455
C -1.040 -2.161 3.505
C 0.113 -2.706 4.015
Br 0.043 -3.993 5.381
C 1.341 -2.282 3.509
C 1.337 -1.411 2.452
N 0.226 -0.936 1.862
H -4.916 1.552 0.410
H -2.707 1.346 -0.681
H -3.432 -0.894 3.594
H -2.003 -2.442 3.911
H 2.271 -2.641 3.929
H 2.278 -1.056 2.061
C -3.248 -1.431 -2.346
P -1.576 -0.645 -2.413
C -2.054 0.778 -3.478
C -0.794 -1.737 -3.666
C -0.080 -1.214 -4.744
C 0.542 -2.054 -5.660
C 0.449 -3.430 -5.518
C -0.268 -3.962 -4.454
C -0.874 -3.125 -3.531
H -3.171 -2.504 -2.195
H -3.747 -1.255 -3.297
H -3.849 -1.004 -1.541
H -2.492 0.405 -4.403
H -1.202 1.409 -3.712
H -2.799 1.380 -2.951
H -0.007 -0.141 -4.888
H 1.086 -1.626 -6.494
H 0.926 -4.084 -6.237
H -0.360 -5.038 -4.353
H -1.422 -3.559 -2.701
*
```

---

The following is a DFT calculation (ωB97M-V/def2-TZVPD) of C22H23BF7IrN4S as an isolated structure.

Computed properties:
**Electronic energy**: -2297.70805 Eh
**Expectation value of S²**: 6.03

```
! wB97M-V def2-TZVPD RIJCOSX def2/J DEFGRID3
* xyz 0 5
Ir 8.673 9.017 10.601
C 8.984 8.954 13.691
N 7.849 9.364 12.752
C 6.694 8.675 13.214
C 7.683 10.804 12.742
C 6.576 11.435 13.263
C 6.487 12.846 13.323
C 7.512 13.586 12.770
C 8.596 12.946 12.162
C 8.695 11.573 12.136
N 9.630 10.739 11.463
C 10.897 11.069 11.002
C 11.557 12.335 11.317
C 12.837 12.530 10.819
C 13.462 11.597 10.055
C 12.845 10.437 9.732
C 11.612 10.134 10.250
N 10.987 8.788 10.168
C 11.273 8.169 8.887
C 11.573 7.901 11.287
H 8.686 9.122 14.723
H 9.139 7.896 13.537
H 9.875 9.497 13.360
H 6.427 8.892 14.246
H 5.867 8.901 12.469
H 6.869 7.576 13.216
H 5.816 10.835 13.705
H 5.639 13.310 13.715
H 7.586 14.682 12.627
H 9.296 13.647 11.649
H 11.106 12.957 12.049
H 13.285 13.474 11.120
H 14.450 11.708 9.671
H 13.328 9.724 9.115
H 12.370 8.069 8.740
H 10.799 7.168 8.900
H 10.820 8.769 8.065
H 12.624 7.990 11.089
H 11.456 8.242 12.334
H 11.106 6.910 11.219
F 6.163 10.667 6.313
C 5.348 9.588 6.585
F 4.348 10.185 7.295
F 4.790 9.284 5.341
C 6.070 8.479 7.229
C 6.142 7.210 6.759
C 6.906 6.233 7.416
C 7.740 6.651 8.380
N 7.757 7.919 8.856
C 6.836 8.806 8.344
S 6.822 10.227 9.243
H 5.700 7.043 5.807
H 7.073 5.252 6.977
H 8.449 5.951 8.766
F 7.941 6.746 11.257
B 8.468 5.385 11.535
F 8.654 5.256 12.886
F 9.659 5.311 10.830
F 7.550 4.519 10.978
*
```

---

The following is a DFT calculation (ωB97M-V/def2-TZVPD) of a 9-piece molecular cluster, C34H84N2O16 overall.

Computed properties:
**SMILES**: CNC(C)=O.CNC(C)=O.COCCOC.COCCOC.COCCOC.COCCOC.COCCOC.COCCOC.COCCOC
**Electronic energy**: -2658.88413 Eh
**Relative energy (zero: lowest compared OMol25 entry of this formula, charge and spin)**: 0.0 kJ/mol

```
! wB97M-V def2-TZVPD RIJCOSX def2/J DEFGRID3
* xyz 0 1
C -14.129 -12.962 11.595
N -15.571 -13.065 11.741
C -16.420 -12.162 11.191
C -17.891 -12.375 11.509
O -16.012 -11.258 10.479
H -13.815 -11.945 11.367
H -13.838 -13.497 10.684
H -13.599 -13.377 12.446
H -15.957 -13.831 12.264
H -18.329 -13.073 10.793
H -18.447 -11.445 11.433
H -17.994 -12.779 12.517
C -7.663 -11.336 10.475
N -8.959 -11.145 9.824
C -10.130 -11.630 10.249
C -10.211 -12.196 11.654
O -11.137 -11.549 9.549
H -7.418 -10.567 11.205
H -6.879 -11.406 9.723
H -7.721 -12.319 10.939
H -9.011 -10.598 8.972
H -9.527 -12.997 11.923
H -11.227 -12.566 11.801
H -10.138 -11.339 12.331
C 0.436 -11.146 7.192
O -0.813 -11.807 7.240
C -1.297 -11.940 8.552
C -2.524 -12.843 8.486
O -3.554 -12.062 7.902
C -4.634 -12.884 7.511
H 0.289 -10.078 7.389
H 0.808 -11.194 6.169
H 1.142 -11.626 7.872
H -1.625 -10.978 8.961
H -0.540 -12.383 9.211
H -2.875 -13.133 9.484
H -2.229 -13.759 7.966
H -5.384 -12.299 6.980
H -5.176 -13.231 8.406
H -4.341 -13.774 6.954
C -9.464 -9.404 3.570
O -9.491 -9.293 4.967
C -9.240 -10.514 5.635
C -8.107 -10.374 6.633
O -8.317 -9.318 7.534
C -7.116 -8.671 7.917
H -8.496 -9.793 3.243
H -9.601 -8.433 3.092
H -10.299 -9.986 3.164
H -8.890 -11.246 4.896
H -10.168 -10.914 6.048
H -7.146 -10.359 6.107
H -8.065 -11.312 7.215
H -6.444 -9.375 8.418
H -7.347 -7.880 8.630
H -6.649 -8.204 7.047
C -12.526 -11.349 14.324
O -12.095 -12.175 15.378
C -10.733 -11.998 15.695
C -10.235 -13.212 16.448
O -10.176 -14.354 15.613
C -9.944 -15.512 16.413
H -12.593 -10.317 14.703
H -13.537 -11.585 14.005
H -11.816 -11.341 13.495
H -10.651 -11.071 16.270
H -10.127 -11.919 14.781
H -10.897 -13.368 17.306
H -9.229 -13.003 16.836
H -10.294 -16.377 15.850
H -10.450 -15.547 17.378
H -8.861 -15.572 16.546
C -14.020 -11.786 7.955
O -14.317 -13.060 7.418
C -13.166 -13.874 7.378
C -13.589 -15.283 7.003
O -14.319 -15.315 5.816
C -14.343 -16.592 5.197
H -13.220 -11.295 7.399
H -13.738 -11.930 9.004
H -14.900 -11.154 8.064
H -12.711 -13.872 8.376
H -12.421 -13.495 6.669
H -14.153 -15.727 7.835
H -12.642 -15.842 6.918
H -13.320 -16.911 4.971
H -14.869 -16.415 4.264
H -14.812 -17.327 5.855
C -9.535 -14.937 9.015
O -9.940 -16.214 8.600
C -9.883 -17.190 9.604
C -10.791 -16.955 10.792
O -10.170 -16.013 11.671
C -10.952 -15.672 12.793
H -8.527 -14.942 9.458
H -10.174 -14.449 9.751
H -9.415 -14.312 8.130
H -8.841 -17.379 9.890
H -10.198 -18.144 9.168
H -10.921 -17.860 11.399
H -11.777 -16.590 10.484
H -11.994 -15.487 12.498
H -10.670 -14.695 13.195
H -10.801 -16.448 13.550
C -7.706 -10.878 14.096
O -6.487 -10.417 13.566
C -5.347 -10.967 14.169
C -5.186 -12.467 13.857
O -5.385 -12.713 12.493
C -5.624 -14.060 12.177
H -7.909 -11.928 13.861
H -8.486 -10.211 13.733
H -7.680 -10.763 15.191
H -5.362 -10.820 15.252
H -4.461 -10.509 13.735
H -5.826 -13.080 14.502
H -4.149 -12.722 14.117
H -4.861 -14.707 12.637
H -5.524 -14.148 11.098
H -6.561 -14.496 12.541
C -0.952 -6.163 7.345
O -1.872 -6.871 8.132
C -1.273 -7.546 9.196
C -2.272 -8.005 10.231
O -3.049 -9.069 9.758
C -3.896 -9.642 10.730
H -1.479 -5.648 6.545
H -0.255 -6.843 6.838
H -0.378 -5.445 7.937
H -0.511 -6.973 9.744
H -0.712 -8.411 8.808
H -2.913 -7.158 10.511
H -1.704 -8.318 11.118
H -3.281 -10.151 11.482
H -4.524 -10.389 10.255
H -4.489 -8.862 11.216
*
```